(1)
{"formula": "C34H38ClN3O4", "method": "wB97M-V/def2-TZVPD", "species": ["C", "C", "O", "C", "C", "N", "C", "C", "C", "C", "C", "Cl", "C", "C", "O", "H", "H", "H", "H", "H", "H", "H", "H", "H", "H", "H", "C", "O", "C", "C", "C", "C", "C", "C", "C", "N", "C", "C", "C", "C", "C", "C", "C", "C", "C", "O", "N", "C", "C", "C", "C", "C", "C", "H", "H", "H", "H", "H", "H", "H", "H", "H", "H", "H", "H", "H", "H", "H", "H", "H", "H", "H", "H", "H", "H", "H", "H", "H", "H", "H"], "xyz": [[5.26868, 3.68314, -3.13936], [4.36374, 2.81543, -2.31074], [4.64890, 3.12375, -0.92084], [3.69985, 2.63066, -0.09612], [4.18543, 2.57197, 1.35268], [3.81491, 1.20961, 1.75413], [3.71659, 0.66163, 2.89541], [2.93465, -0.58606, 3.10732], [2.42776, -0.96443, 4.36687], [1.69600, -2.14555, 4.51057], [1.48463, -2.97767, 3.40009], [0.62695, -4.45051, 3.58207], [1.94621, -2.59077, 2.13310], [2.63862, -1.38130, 1.99192], [2.58267, 2.30736, -0.45298], [5.26536, 3.30919, -4.16630], [4.88804, 4.71205, -3.14973], [6.30084, 3.69562, -2.76969], [3.30401, 3.03008, -2.48796], [4.55765, 1.74375, -2.47677], [5.29377, 2.65434, 1.29801], [4.21581, 1.03108, 3.81600], [2.60277, -0.31449, 5.22612], [1.27708, -2.43759, 5.46981], [1.74917, -3.22716, 1.27384], [2.96429, -1.04045, 1.01044], [7.67037, 3.73442, 7.26205], [6.33826, 3.19795, 7.11008], [5.67066, 3.47741, 5.95798], [4.30672, 3.10762, 5.89094], [3.62098, 3.23007, 4.69739], [4.29181, 3.63956, 3.53949], [3.59689, 3.65804, 2.17515], [3.75002, 5.01197, 1.51421], [2.85289, 5.50193, 0.62440], [2.76234, 6.79969, 0.21526], [1.76026, 7.21161, -0.75680], [1.89373, 6.46218, -2.08414], [0.91282, 6.93320, -3.13590], [1.36976, 7.29392, -4.40920], [0.47995, 7.83729, -5.34190], [-0.88135, 7.95317, -5.02353], [-1.34445, 7.53637, -3.76812], [-0.45127, 6.99650, -2.83719], [2.01072, 8.71882, -0.86413], [1.41026, 9.52245, -1.57234], [3.04461, 9.01632, -0.01928], [3.53979, 10.36567, 0.13413], [3.59786, 7.89088, 0.72528], [3.40345, 8.10824, 2.23527], [5.08208, 7.70126, 0.36057], [5.62234, 4.04974, 3.61125], [6.29022, 4.06439, 4.83058], [8.01815, 3.31851, 8.20562], [8.32747, 3.41848, 6.44059], [7.63974, 4.83131, 7.32313], [3.83358, 2.70088, 6.78407], [2.56381, 2.96018, 4.62885], [2.52055, 3.43428, 2.29223], [4.54518, 5.63251, 1.92620], [2.11225, 4.84125, 0.16450], [0.74278, 7.04580, -0.35251], [2.92306, 6.58668, -2.46054], [1.74997, 5.38445, -1.89200], [2.43576, 7.19217, -4.63692], [0.85200, 8.16364, -6.31721], [-1.57669, 8.38235, -5.74873], [-2.40141, 7.62563, -3.50925], [-0.79629, 6.65994, -1.85691], [3.04820, 11.01796, -0.59158], [3.33723, 10.73960, 1.14662], [4.62368, 10.38854, -0.03101], [2.37423, 8.44909, 2.41762], [3.57448, 7.17792, 2.78159], [4.10625, 8.87523, 2.58481], [5.18758, 7.72978, -0.73501], [5.66201, 8.52387, 0.79983], [5.46552, 6.74770, 0.73279], [6.15137, 4.35306, 2.70289], [7.30403, 4.46615, 4.89087]], "atomic_forces_ev_per_a": [[0.0, 0.3, -0.4], [0.1, 0.3, 0.1], [-0.6, -1.0, -0.2], [-0.9, 0.4, -0.1], [1.5, -2.3, -0.8], [-1.1, -0.4, 0.3], [0.8, 0.8, 0.4], [-0.3, -0.6, -0.5], [0.3, 0.0, -0.5], [0.0, -0.1, -0.4], [0.6, 1.3, -0.2], [-0.2, -0.4, 0.1], [0.1, 0.4, 0.4], [-0.2, -0.6, 0.3], [1.2, 0.3, 0.3], [0.1, 0.1, 0.0], [0.2, -0.2, 0.0], [-0.3, -0.1, 0.0], [0.3, -0.2, -0.1], [-0.1, 0.3, 0.1], [-0.5, 0.1, 0.2], [-0.4, 0.1, -0.4], [0.0, -0.2, -0.1], [0.1, 0.1, -0.1], [0.0, 0.1, 0.2], [0.0, -0.1, 0.2], [-0.7, -0.2, -0.1], [0.4, 0.5, 0.1], [-0.1, 0.2, -0.7], [0.8, 0.1, 0.3], [0.2, 0.2, -0.3], [-0.4, 0.4, -0.3], [-0.5, 0.7, 0.9], [-0.6, 0.3, 0.0], [0.6, -0.3, 0.8], [0.1, 0.2, -0.4], [-0.1, 0.1, 0.3], [0.1, -0.1, -0.4], [0.0, -0.3, -0.2], [-0.3, 0.4, 0.2], [-0.2, -0.3, 0.2], [0.3, 0.0, 0.2], [0.3, -0.2, -0.1], [0.0, 0.4, -0.4], [-0.2, 0.5, -0.3], [0.6, -0.9, 0.8], [-0.4, 0.1, -0.5], [0.2, 0.0, 0.2], [-0.1, -0.1, -0.1], [-0.1, 0.1, -0.2], [-0.1, 0.2, -0.1], [-0.3, 0.0, 0.3], [0.0, -0.5, 0.5], [0.1, 0.1, -0.1], [-0.2, 0.0, 0.2], [0.0, -0.2, -0.1], [0.1, 0.1, -0.2], [0.3, 0.0, 0.1], [0.4, 0.0, 0.1], [-0.4, -0.2, -0.2], [0.0, 0.2, 0.4], [0.3, 0.2, -0.1], [-0.3, 0.0, 0.2], [0.1, 0.3, 0.0], [-0.4, 0.1, 0.0], [-0.2, -0.1, 0.3], [0.2, -0.1, 0.2], [0.3, 0.0, -0.1], [0.0, 0.2, -0.3], [0.0, -0.3, 0.1], [0.0, 0.0, -0.2], [-0.2, 0.1, 0.0], [0.3, -0.1, 0.0], [0.0, 0.3, 0.0], [-0.2, -0.2, 0.0], [0.0, -0.1, 0.3], [0.0, -0.3, -0.1], [0.0, 0.3, -0.1], [-0.2, 0.0, 0.3], [-0.3, -0.3, -0.1]], "e_homo_ha": -0.287, "fmax_ev_per_a": 2.9, "total_charge": 0, "total_energy_ha": -2243.792748, "smiles": "CCOC(=O)[C@H](/N=C/c1ccc(Cl)cc1)[C@H](/C=C/N1[C@H](Cc2ccccc2)C(=O)N(C)C1(C)C)c1ccc(OC)cc1"}

---

(2)
{"formula": "C48H41N5P2S2ScTe", "method": "wB97M-V/def2-TZVPD", "species": ["Sc", "C", "S", "C", "S", "N", "N", "C", "C", "C", "C", "C", "C", "N", "H", "H", "H", "H", "H", "H", "H", "H", "C", "N", "P", "C", "C", "C", "C", "C", "C", "C", "C", "C", "C", "C", "C", "P", "C", "C", "C", "C", "C", "C", "C", "C", "C", "C", "C", "C", "H", "H", "H", "H", "H", "H", "H", "H", "H", "H", "H", "H", "H", "H", "H", "H", "H", "H", "H", "H", "H", "H", "H", "C", "C", "C", "C", "C", "C", "C", "C", "C", "C", "C", "C", "C", "C", "C", "N", "H", "H", "H", "H", "H", "H", "H", "H", "H", "H", "Te"], "xyz": [[-0.10198, -2.59042, 1.83350], [0.66495, 1.43242, 5.44229], [-0.74452, 1.70184, 4.35352], [-0.65328, 0.26153, 3.30948], [0.87843, -0.50347, 2.93399], [-1.78942, -0.13972, 2.87546], [-1.70302, -1.18951, 1.98888], [-2.80719, -2.06846, 2.19082], [-3.01537, -2.92453, 1.00368], [-4.26574, -3.28509, 0.50465], [-4.34005, -4.13847, -0.57597], [-3.16696, -4.61657, -1.15207], [-1.96521, -4.19303, -0.61713], [-1.88324, -3.36649, 0.42141], [0.65539, 2.25414, 6.15957], [1.59978, 1.43889, 4.88525], [0.56604, 0.48594, 5.97091], [-3.70957, -1.56123, 2.53185], [-5.15388, -2.90123, 0.98838], [-5.30402, -4.43421, -0.97207], [-3.17988, -5.29392, -1.99411], [-1.02244, -4.52908, -1.03525], [-0.20852, 3.79095, -0.50280], [-0.19013, 2.34052, -0.31579], [-1.57478, 1.41794, -0.72200], [-2.13227, 2.32844, -2.23047], [-1.30979, 2.22376, -3.35496], [-1.63604, 2.86409, -4.53942], [-2.80644, 3.60733, -4.62940], [-3.63720, 3.70930, -3.52369], [-3.29981, 3.07802, -2.33272], [-2.83691, 1.90763, 0.49651], [-2.59021, 2.76314, 1.56236], [-3.56240, 2.98534, 2.52632], [-4.78964, 2.34856, 2.43974], [-5.03881, 1.47395, 1.38943], [-4.06383, 1.24888, 0.43220], [1.27185, 1.42343, -0.31065], [2.09107, 1.88796, -1.90333], [2.22272, 0.87022, -2.84331], [2.74272, 1.12469, -4.10723], [3.14416, 2.40738, -4.44306], [3.04460, 3.43068, -3.50578], [2.53055, 3.16946, -2.24619], [2.30006, 2.38594, 0.85119], [3.67822, 2.48535, 0.66499], [4.47904, 3.09215, 1.62288], [3.91187, 3.60927, 2.77904], [2.54140, 3.50442, 2.97537], [1.74503, 2.88980, 2.02309], [-1.19104, 4.18311, -0.23726], [-0.00627, 4.06873, -1.54146], [0.53630, 4.25950, 0.14149], [-0.39130, 1.64847, -3.29716], [-0.97374, 2.78057, -5.39276], [-3.06791, 4.10424, -5.55549], [-4.55006, 4.28973, -3.58242], [-3.94835, 3.17841, -1.47145], [-1.61656, 3.22413, 1.67182], [-3.33964, 3.62831, 3.36807], [-5.53883, 2.50634, 3.20533], [-5.98329, 0.94671, 1.33081], [-4.24908, 0.53204, -0.36258], [1.90560, -0.13300, -2.58168], [2.83041, 0.31714, -4.82427], [3.54699, 2.61182, -5.42772], [3.37247, 4.43172, -3.75851], [2.48599, 3.96361, -1.51127], [4.13605, 2.08730, -0.23320], [5.54854, 3.15609, 1.46248], [4.53540, 4.08089, 3.52850], [2.08688, 3.88410, 3.88221], [0.68436, 2.77787, 2.20877], [2.99334, -5.06587, 4.17579], [3.85090, -5.50037, 3.16667], [3.61752, -5.11389, 1.86065], [2.52500, -4.29057, 1.56060], [1.63698, -3.84249, 2.55360], [1.91159, -4.25740, 3.86211], [2.26307, -3.85249, 0.16510], [3.06776, -4.29286, -0.92628], [2.77113, -3.91937, -2.19452], [1.66930, -3.06423, -2.44313], [1.27593, -2.66772, -3.74135], [0.19481, -1.84954, -3.91360], [-0.50419, -1.36628, -2.78764], [-0.13316, -1.72213, -1.52126], [0.94305, -2.61674, -1.32140], [1.23600, -3.04037, -0.05102], [3.17764, -5.36438, 5.20196], [4.69661, -6.13535, 3.40189], [4.30201, -5.46321, 1.09735], [1.25121, -3.92986, 4.65919], [3.90510, -4.94511, -0.73755], [3.36577, -4.27131, -3.03036], [1.84163, -3.03153, -4.59185], [-0.11385, -1.55090, -4.90754], [-1.33644, -0.68646, -2.91990], [-0.66167, -1.31087, -0.66873], [-2.14526, -3.58453, 3.72970]], "atomic_forces_ev_per_a": [[-0.5, 0.3, 0.2], [0.0, 0.0, 0.0], [0.0, 0.1, -0.1], [-0.2, -0.1, -0.1], [0.1, 0.0, -0.1], [0.2, 0.0, 0.1], [0.1, 0.0, -0.1], [0.0, 0.0, -0.1], [0.1, -0.1, -0.1], [0.0, 0.0, 0.0], [0.0, 0.0, 0.0], [0.0, 0.0, 0.0], [0.0, 0.0, 0.0], [0.0, 0.1, 0.1], [0.0, 0.0, 0.0], [0.0, 0.0, 0.0], [0.0, 0.0, 0.0], [0.0, -0.1, 0.0], [0.0, 0.0, 0.0], [0.0, 0.0, 0.0], [0.0, 0.0, 0.0], [0.0, 0.0, 0.0], [0.0, 0.0, 0.0], [0.1, 0.0, -0.1], [0.0, -0.1, 0.0], [0.0, 0.0, 0.0], [0.0, 0.0, 0.0], [0.0, 0.0, 0.0], [0.0, 0.0, 0.0], [0.0, 0.0, 0.0], [0.0, 0.0, 0.0], [0.1, 0.0, 0.0], [0.0, 0.0, 0.0], [0.0, 0.0, 0.0], [0.0, 0.0, 0.0], [0.0, 0.0, 0.0], [0.0, 0.0, 0.0], [0.0, 0.0, 0.0], [0.0, 0.1, 0.0], [0.0, 0.0, 0.0], [0.0, 0.0, 0.0], [0.0, 0.0, 0.0], [0.0, 0.0, 0.0], [0.0, 0.0, 0.0], [0.1, 0.0, -0.1], [0.0, 0.0, 0.1], [0.0, 0.0, 0.0], [0.0, 0.0, 0.0], [0.0, 0.0, 0.0], [-0.1, 0.0, 0.0], [0.0, 0.0, 0.0], [0.0, 0.0, 0.0], [0.0, 0.0, 0.0], [0.0, 0.0, 0.0], [0.0, 0.0, 0.0], [0.0, 0.0, 0.0], [0.0, 0.0, 0.0], [0.0, 0.0, 0.0], [0.0, 0.0, 0.0], [0.0, 0.0, 0.0], [0.0, 0.0, 0.0], [0.0, 0.0, 0.0], [0.0, 0.0, 0.0], [0.0, 0.0, 0.0], [0.0, 0.0, 0.0], [0.0, 0.0, 0.0], [0.0, 0.0, 0.0], [0.0, 0.0, 0.0], [0.0, 0.0, 0.0], [0.0, 0.0, 0.0], [0.0, 0.0, 0.0], [0.0, 0.0, 0.0], [0.0, 0.0, 0.0], [0.0, 0.0, -0.1], [0.0, 0.0, 0.1], [0.1, 0.0, 0.0], [0.0, 0.1, -0.1], [0.2, -0.1, 0.0], [0.0, 0.0, 0.0], [-0.1, 0.0, 0.0], [0.0, 0.0, 0.0], [0.0, 0.0, -0.1], [0.0, 0.0, 0.0], [0.0, 0.0, 0.0], [0.0, 0.0, 0.0], [0.0, 0.0, 0.0], [0.0, 0.0, 0.0], [0.0, 0.0, 0.0], [0.1, 0.0, 0.0], [0.0, 0.0, 0.0], [0.0, 0.0, 0.0], [0.0, 0.0, 0.0], [0.0, 0.0, 0.0], [0.0, 0.0, 0.0], [0.0, 0.0, 0.0], [0.0, 0.0, 0.0], [0.0, 0.0, 0.0], [0.0, 0.0, 0.0], [0.0, 0.0, 0.0], [-0.1, -0.2, 0.1]], "e_homo_ha": -0.120, "fmax_ev_per_a": 0.7, "e_above_lowest_ev": 0.407, "total_charge": -1, "total_energy_ha": -4635.520595}

---

(3)
{"formula": "CH7O2", "method": "wB97M-V/def2-TZVPD", "species": ["O", "H", "H", "H", "C", "O", "H", "H", "H", "H"], "xyz": [[-2.04921, -0.56443, 0.69651], [-2.61270, -0.04348, 1.29102], [-2.64501, -1.04519, 0.09712], [-0.35887, -0.21399, 0.41901], [1.44417, 0.28829, -0.86840], [0.61056, 0.01031, 0.36889], [2.07315, -0.58447, -0.91739], [0.72943, 0.52171, -1.64806], [1.98671, 1.20516, -0.66962], [0.82177, 0.42610, 1.23091]], "atomic_forces_ev_per_a": [[0.2, 0.2, -0.1], [0.1, -0.2, -0.2], [0.3, 0.2, 0.3], [-0.8, -0.2, -0.7], [-0.6, 0.6, 0.9], [0.0, 0.3, 1.2], [0.0, -0.1, -0.6], [0.1, -0.6, -0.2], [0.2, -0.1, 0.2], [0.5, 0.0, -0.7]], "e_homo_ha": -0.624, "fmax_ev_per_a": 1.3, "e_above_lowest_ev": 0.317, "total_charge": 1, "total_energy_ha": -192.475250}

---

(4)
{"formula": "C6H29NO10", "method": "wB97M-V/def2-TZVPD", "species": ["O", "C", "C", "C", "C", "C", "N", "C", "H", "H", "H", "H", "H", "H", "H", "H", "H", "H", "H", "H", "H", "O", "H", "H", "O", "H", "H", "O", "H", "H", "O", "H", "H", "O", "H", "H", "O", "H", "H", "O", "H", "H", "O", "H", "H", "O"], "xyz": [[3.11227, -0.37758, -1.42060], [2.40850, -0.94751, -2.28025], [1.70271, -0.07205, -3.35572], [1.58265, 1.48699, -3.04324], [0.41857, 1.73493, -2.22548], [0.52581, 1.86113, -0.88641], [-0.37524, 2.26255, 0.00662], [-1.79234, 2.33756, -0.21491], [2.20766, -1.98405, -2.60186], [0.68473, -0.55482, -3.68469], [2.33048, -0.13442, -4.43551], [1.67451, 2.25104, -3.84775], [2.59189, 1.78852, -2.52946], [-0.51338, 1.97025, -2.69769], [1.52939, 1.83425, -0.43629], [0.10554, 2.54432, 0.82438], [-2.08504, 3.22917, 0.41526], [-2.29553, 1.40127, 0.17070], [-1.86103, 2.49698, -1.29162], [-4.21935, 0.08792, 2.13938], [-3.20957, -1.07501, 2.43983], [-3.27185, -0.15888, 2.18701], [1.01770, 0.10175, 0.74024], [0.11961, -0.28942, 2.00236], [0.49907, -0.57267, 1.21652], [3.35364, 2.43484, 0.04725], [3.64078, 1.04611, -0.11359], [3.39884, 1.63204, 0.63815], [-1.38972, -0.82226, -0.80840], [-2.33009, -0.74408, -1.89369], [-1.71901, -1.35815, -1.52179], [-0.71984, 1.45564, 3.62232], [-1.70969, 0.50352, 2.67636], [-0.85901, 0.98032, 2.80960], [-1.97522, -4.03094, -0.08065], [-2.42906, -2.68394, -0.88215], [-2.70606, -3.57034, -0.44949], [0.70270, 1.67318, 2.31409], [2.32808, 1.89595, 2.03639], [1.44864, 2.37176, 2.26783], [0.42094, -2.34905, 1.16568], [0.73713, -3.56020, 0.18367], [0.35672, -3.20904, 0.91227], [-3.13797, -3.11839, 1.59038], [-1.91718, -2.61168, 2.16527], [-2.77221, -2.86253, 2.45545]], "atomic_forces_ev_per_a": [[-2.0, -2.8, -1.9], [0.9, 3.9, -0.4], [-0.2, 0.2, -3.5], [3.3, 0.0, 0.1], [-0.7, 0.4, -0.6], [0.8, 0.9, 2.3], [0.6, -1.2, -2.2], [0.0, 0.7, 1.3], [0.8, -0.4, 1.3], [1.7, 0.9, 0.9], [-1.3, -0.2, 3.0], [-0.7, -1.3, -0.4], [-1.9, -0.9, -0.2], [-0.4, -0.2, -0.4], [-0.4, -0.2, -0.3], [0.2, 0.5, 2.0], [-0.4, -1.0, -1.0], [0.4, 1.0, -0.5], [-0.9, 0.0, 0.3], [0.9, -0.3, 0.2], [-0.3, -1.6, 0.3], [-0.5, 1.8, -0.6], [-0.3, -0.5, 1.0], [-0.8, 1.7, 2.4], [1.4, -1.2, -3.6], [0.1, -0.3, 1.6], [0.1, -0.7, 1.0], [0.4, 0.9, -2.8], [0.8, -0.1, 1.1], [-1.1, 0.4, -1.0], [0.6, 0.2, -0.2], [-0.7, -0.1, 0.8], [-0.3, 0.7, 0.7], [0.4, -0.2, -1.0], [1.3, -0.3, 0.2], [0.0, -2.3, 1.1], [-1.4, 2.1, -0.9], [2.0, 1.2, 0.3], [-2.2, 0.9, 0.5], [-0.2, -2.0, -0.6], [1.2, 3.9, 0.0], [2.1, -0.7, -3.3], [-3.3, -3.6, 3.2], [-0.3, -0.3, 0.0], [1.8, 0.1, -0.1], [-1.4, 0.1, -0.1]], "e_homo_ha": [-0.487, -0.487], "multiplicity": 2, "fmax_ev_per_a": 5.8, "e_above_lowest_ev": 2.664, "total_charge": 1, "total_energy_ha": -1052.795610}